Here is a 2-piece molecular cluster, C4H5Br2N overall at a distorted geometry from OMol25. Energies are from ωB97M-V/def2-TZVPD.

The LUMO energy (alpha / beta) is -2.3 / -2.3 eV. As for the highest occupied orbital energy (alpha / beta): -0.3567 / -0.3568 hartree. As for the energy above the lowest of the compared OMol25 structures with the same formula, charge and spin: 81.3 kcal per mole. For the energy, the calculation gives -5358.036163 a.u. The calculation puts the largest force on an atom at 3.113 eV/A.

Geometry as ORCA input:
```
! wB97M-V def2-TZVPD RIJCOSX def2/J DEFGRID3
* xyz 0 1
C 0.268 2.122 -0.588
C 0.310 -0.831 -1.112
C -0.549 -0.243 1.367
C 0.564 -0.336 0.284
N 0.054 3.009 -1.285
Br -2.294 0.493 0.803
Br 2.275 -0.380 1.075
H -0.229 -1.823 -1.100
H -0.546 -0.243 -1.580
H 1.265 -0.644 -1.746
H -0.944 -1.270 1.552
H -0.174 0.146 2.331
*
```

Atom charges from the Mulliken analysis, given in e for atoms 1 to 5:
1. C -0.042
2. C -0.909
3. C -0.841
4. C 0.403
5. N -0.462